Below is a structure of composition C7H9O4PPb in a non-equilibrium geometry, with properties calculated with ωB97M-V/def2-TZVPD.

Atoms and positions in Å:
Pb (-0.08, -0.43, 0.04)
O (-1.66, -3.88, -0.30)
C (-1.21, -2.79, -0.23)
C (-0.49, 1.18, 1.55)
O (-0.80, 1.90, 2.40)
C (1.34, 0.63, -1.37)
O (2.07, 1.01, -2.18)
C (-1.51, 0.70, -1.09)
O (-2.34, 1.19, -1.70)
C (3.70, -2.02, 0.90)
P (2.11, -1.33, 1.04)
C (1.21, -2.84, 1.57)
C (2.44, -0.01, 2.24)
H (3.69, -2.82, 0.15)
H (3.96, -2.41, 1.87)
H (4.40, -1.22, 0.61)
H (1.83, -3.32, 2.32)
H (0.21, -2.61, 2.01)
H (1.10, -3.50, 0.71)
H (3.17, -0.43, 2.96)
H (2.90, 0.84, 1.73)
H (1.54, 0.34, 2.79)

Values from the calculation:
Net charge   +2
Gap between HOMO and LUMO   0.2389 Ha
Energy   -1106.463141 Ha